C21H51FI3N4O9PS | ωB97M-V/def2-TZVPD

Structure (XYZ):
```
91
Properties=species:S:1:pos:R:3:forces:R:3
C -1.430764 -3.932571 -7.242878 -0.756 -0.509 0.037
C -1.909642 -3.150506 -5.977204 0.912 0.298 -0.309
I -4.015283 -3.559603 -5.518195 0.475 -1.535 -0.541
C -1.560812 -1.591806 -6.004380 -1.588 -0.409 0.263
I -3.211580 -0.558686 -4.924910 1.238 1.163 1.072
N -1.459926 -1.023651 -7.383693 1.720 1.773 0.879
P -2.951551 -0.180238 -7.883099 -1.528 1.313 -0.723
O -2.561830 1.098966 -8.912107 0.463 -1.781 0.872
I -4.116102 -1.897659 -9.275617 0.420 0.169 -0.222
S -0.041866 -0.128926 -7.652287 4.965 -2.732 -3.996
O 0.188056 -0.148091 -9.115739 -1.724 1.033 3.314
O 1.131162 -0.724747 -6.965241 -3.567 1.792 0.165
F -0.201912 1.412575 -7.187630 -0.385 -1.877 -0.146
H -0.455199 -4.427196 -7.075991 -0.396 0.485 -0.026
H -2.173370 -4.738790 -7.422551 0.615 0.395 0.026
H -1.398841 -3.334918 -8.169910 0.046 -0.110 0.600
H -1.357769 -3.568946 -5.111415 -0.612 0.377 -0.359
H -0.675268 -1.383786 -5.376226 -0.360 -0.031 -0.787
H -3.242200 1.142519 -9.594142 0.016 0.015 -0.287
C 1.231459 2.996976 0.396438 -0.214 0.099 -0.078
O 0.778685 4.107846 -0.360388 0.265 -0.226 0.051
C 1.733208 4.571555 -1.310912 -0.313 0.376 -0.217
C 1.237345 4.314004 -2.725484 0.038 -0.330 0.252
N 1.245839 2.885748 -3.029851 -0.039 0.201 -0.129
C 0.569614 2.544132 -4.279772 -0.047 -0.156 0.216
C -0.940741 2.791779 -4.351427 0.178 -0.139 -0.317
O -1.694922 1.961794 -3.485892 0.083 0.494 0.284
C -1.851832 2.477181 -2.172995 -0.145 -0.392 0.005
H 0.491261 2.789876 1.166337 0.019 0.104 -0.019
H 1.332378 2.107275 -0.234585 0.169 -0.057 0.047
H 2.184976 3.217234 0.883897 0.011 -0.090 0.011
H 2.720189 4.129107 -1.148606 -0.080 -0.146 -0.004
H 1.826444 5.651749 -1.165622 0.036 0.001 -0.014
H 1.884370 4.836758 -3.435627 -0.015 -0.025 -0.032
H 0.227155 4.733801 -2.804305 0.038 0.228 0.012
H 0.789688 2.388389 -2.275920 0.054 0.012 0.014
H 0.741954 1.477246 -4.448709 -0.051 0.012 -0.084
H 1.058276 3.073279 -5.103089 -0.017 0.063 0.014
H -1.264186 2.535127 -5.359353 -0.059 -0.040 -0.088
H -1.202698 3.846026 -4.210900 0.033 0.009 0.175
H -1.879163 3.569130 -2.156074 0.100 -0.004 -0.002
H -1.059152 2.109992 -1.516505 0.016 0.197 0.117
H -2.798687 2.102653 -1.778625 -0.003 0.002 -0.069
C 0.115771 1.114093 3.310341 0.249 0.143 0.157
O 0.724822 2.355673 3.630220 -0.299 -0.191 -0.042
C -0.186682 3.302261 4.181367 0.358 0.418 0.096
C 0.151216 3.575775 5.638801 -0.074 -0.414 -0.101
N -0.152125 2.416308 6.473329 0.071 0.252 0.026
C 0.357903 2.522867 7.838710 -0.006 -0.237 -0.115
C 1.878102 2.553273 8.022646 -0.166 -0.032 0.401
O 2.521643 1.338707 7.670719 0.034 0.280 -0.194
C 2.875753 1.225198 6.301996 0.044 -0.311 0.194
H 0.852029 0.499654 2.792654 0.047 0.079 0.035
H -0.196393 0.586694 4.214217 -0.170 -0.090 -0.111
H -0.743802 1.259702 2.648163 -0.064 -0.061 0.057
H -1.226622 2.983273 4.066264 0.051 -0.146 0.076
H -0.060323 4.230009 3.614971 -0.039 0.014 -0.001
H -0.431329 4.432637 5.989055 0.008 -0.009 0.035
H 1.215177 3.837210 5.688808 0.009 0.207 -0.108
H 0.251055 1.591857 6.047235 -0.048 -0.003 -0.025
H -0.026107 1.658107 8.386151 0.065 0.033 0.069
H -0.076547 3.410324 8.310507 0.049 0.037 -0.056
H 2.069784 2.690548 9.090827 0.006 -0.031 -0.013
H 2.346861 3.405932 7.519603 -0.010 -0.062 -0.171
H 3.116716 2.192385 5.854390 -0.101 0.022 -0.012
H 2.078638 0.736583 5.736059 0.017 0.126 -0.185
H 3.758469 0.586733 6.237686 -0.005 0.033 0.066
C 0.696536 -6.733050 3.395208 0.172 0.150 0.012
O 1.436056 -5.920852 2.499470 -0.284 -0.222 0.058
C 0.950018 -5.968694 1.160852 0.330 0.351 -0.215
C 0.360692 -4.624390 0.761053 -0.158 -0.186 0.355
N -0.887451 -4.364686 1.473637 0.148 0.111 -0.198
C -1.385511 -3.000554 1.310996 -0.047 -0.131 0.215
C -0.539356 -1.866272 1.896901 -0.417 0.134 -0.100
O -0.471554 -1.880182 3.316156 0.274 -0.121 -0.303
C 0.567089 -2.686292 3.850304 -0.213 0.134 0.288
H 1.208894 -6.722460 4.356792 0.039 0.045 -0.057
H -0.315831 -6.342970 3.538583 -0.088 -0.149 -0.007
H 0.648061 -7.765799 3.038472 -0.086 -0.005 0.019
H 0.228458 -6.777961 1.017265 -0.080 0.068 0.126
H 1.811206 -6.174903 0.518873 -0.021 -0.019 -0.025
H 0.166568 -4.622708 -0.315385 -0.023 0.032 0.005
H 1.111939 -3.855441 0.978284 0.170 -0.045 -0.158
H -0.742254 -4.534643 2.460342 -0.016 -0.046 -0.014
H -2.367011 -2.965299 1.790898 0.014 0.108 -0.017
H -1.550539 -2.808620 0.245628 0.080 -0.003 -0.001
H -1.034402 -0.927136 1.632691 -0.023 -0.023 0.019
H 0.461600 -1.813656 1.454034 0.080 -0.148 0.098
H 1.442008 -2.722790 3.196665 -0.050 -0.066 -0.060
H 0.205593 -3.696802 4.053123 0.186 -0.097 -0.059
H 0.868419 -2.252241 4.805617 -0.026 0.050 -0.038
```
Forces are in eV/Å.

- calculated total energy (eV) = -94129.308
- LUMO (Eh) = -0.031
- HOMO level (hartree) = -0.3055
- Kohn-Sham gap (eV) = 7.48

Atomic partial charges in e from the Mulliken method, atoms 1 to 6: C -0.9613; C -0.3535; I 0.0445; C -0.9452; I 0.1158; N 0.3079

---

C21H51N4O | ωB97M-V/def2-TZVPD

Structure (XYZ):
```
77
Properties=species:S:1:pos:R:3:forces:R:3
C 3.906624 -2.497154 1.617649 -0.922 1.147 0.863
C 3.640861 -1.289418 0.539309 -0.092 -0.609 -0.447
C 2.206484 -0.513143 0.703736 -0.700 0.626 -0.353
C 1.890852 0.059665 2.206147 2.330 -0.439 0.560
N 0.430615 0.299641 2.513048 1.293 -0.581 1.966
N -0.215031 1.053813 1.550143 -2.852 -1.022 -2.420
C -1.113000 0.220135 0.650398 -1.320 0.163 -0.419
N -1.479237 0.883599 -0.694726 -0.631 0.001 4.675
N -1.601860 -1.038790 0.949103 0.951 2.730 -0.848
C -2.467503 -1.885004 0.016494 -0.575 -1.498 0.483
C -1.613125 -3.210788 -0.462877 -0.264 -0.465 -0.670
C -2.255347 -4.629118 0.148117 0.014 -0.260 -0.993
O -1.404776 -5.256383 1.173815 -1.188 2.329 0.028
C -1.044299 -4.322524 2.250882 1.466 -0.302 0.411
H 4.764366 -3.234783 1.311334 -1.809 1.557 0.557
H 4.163222 -1.962226 2.653380 -0.329 -1.452 -2.170
H 2.872398 -3.054886 1.800222 2.314 0.866 -0.486
H 4.498181 -0.495544 0.612865 -1.573 -1.561 -0.270
H 3.639795 -1.789072 -0.543464 0.075 1.381 2.261
H 1.293826 -1.187797 0.335922 2.019 1.171 0.863
H 2.219136 0.430822 -0.019966 -0.032 -2.080 1.423
H 2.274089 -0.724673 3.020303 -1.051 1.641 -1.806
H 2.582595 1.017744 2.372515 -1.645 -1.797 -0.405
H 0.311344 0.789215 3.450086 0.423 -1.061 -1.648
H -0.796388 1.780827 2.019916 0.461 -0.480 -1.069
H -2.542903 0.887561 -0.737566 1.578 -0.382 -0.173
H -1.252400 1.917207 -0.572356 0.124 -1.707 -0.251
H -1.387393 -1.497810 1.885619 0.101 1.220 -1.597
H -2.968919 -1.285027 -0.851775 1.383 -0.986 1.732
H -3.354306 -2.303708 0.695430 1.889 1.157 -1.411
H -1.693592 -3.312236 -1.629403 0.177 0.368 2.267
H -0.454620 -3.116059 -0.209338 -2.620 -0.182 -0.445
H -3.383493 -4.478290 0.508596 2.432 -0.094 -0.425
H -2.330050 -5.414034 -0.742516 0.372 1.663 2.059
H -1.867855 -3.532988 2.514273 1.236 -1.596 -0.468
H -0.030624 -3.770254 1.950029 -2.167 -0.888 0.621
H -0.764061 -4.974279 3.200220 -0.873 1.413 -2.027
C -8.076767 3.781375 1.678220 -0.168 0.004 0.100
C -6.695416 3.472584 2.234702 0.115 0.142 -0.061
C -5.680638 3.091635 1.153041 0.079 -0.003 0.053
C -6.010485 1.819342 0.364429 -0.231 0.061 0.036
C -6.184107 0.553352 1.206553 0.011 0.019 -0.181
C -4.922750 0.156568 1.959167 -0.112 -0.076 0.254
H -8.518011 2.910543 1.185198 -0.002 0.103 0.016
H -8.750187 4.080220 2.487784 0.036 -0.026 -0.173
H -8.031219 4.602476 0.955422 -0.033 -0.111 0.046
H -6.770241 2.682329 2.987903 0.047 0.002 -0.023
H -6.325697 4.362081 2.759358 0.009 -0.155 -0.036
H -4.694457 2.985764 1.620443 0.000 0.004 -0.021
H -5.589374 3.924264 0.444158 -0.019 -0.078 0.074
H -5.211397 1.651150 -0.368702 -0.009 -0.027 -0.043
H -6.924093 1.979281 -0.219976 0.138 -0.004 0.044
H -6.465617 -0.271137 0.541475 -0.052 0.088 0.068
H -7.011492 0.672850 1.914258 0.086 0.017 -0.089
H -4.092619 -0.012901 1.265940 0.002 0.056 0.005
H -5.093231 -0.770402 2.515848 0.124 0.075 -0.022
H -4.622058 0.923981 2.678415 0.014 -0.071 -0.057
C 8.155258 2.188340 -3.316776 0.039 0.213 0.020
C 7.256942 1.433425 -2.349156 0.107 -0.191 0.033
C 6.770817 0.090024 -2.900376 -0.082 -0.019 0.104
C 5.901312 0.174849 -4.159822 0.105 0.056 -0.104
C 4.637655 1.027835 -4.027033 0.052 -0.087 -0.111
C 3.661679 0.495459 -2.988316 -0.151 0.131 0.088
H 7.628404 2.447040 -4.239606 0.087 -0.025 0.054
H 8.500344 3.121206 -2.859751 0.016 -0.097 -0.129
H 9.036332 1.592489 -3.576370 -0.102 0.069 -0.020
H 6.408088 2.063683 -2.066960 -0.027 -0.039 -0.005
H 7.820016 1.246509 -1.426567 -0.115 0.008 -0.065
H 6.218757 -0.432946 -2.110467 0.020 -0.011 -0.055
H 7.642853 -0.537565 -3.123536 -0.084 0.072 0.028
H 5.613191 -0.843759 -4.449193 0.007 0.094 0.013
H 6.500773 0.563949 -4.991108 -0.045 -0.054 0.089
H 4.131173 1.053163 -4.998730 0.088 0.041 0.076
H 4.897179 2.065028 -3.789190 0.024 -0.075 -0.029
H 3.352744 -0.526171 -3.231696 0.036 0.044 0.063
H 2.764750 1.122286 -2.959375 0.018 -0.098 0.042
H 4.097986 0.495563 -1.985175 -0.022 -0.042 -0.055
```
Forces are in eV/Å.

- charge = +1
- calculated total energy (eV) = -30600.440
- LUMO (Eh) = -0.133
- energy above the lowest of the compared OMol25 structures with the same formula, charge and spin (kcal/mol) = 128.3
- HOMO level (hartree) = -0.4608
- Kohn-Sham gap (eV) = 8.92

Atomic partial charges in e from the Mulliken method, atoms 1 to 6: C -0.8950; C -0.3028; C 0.2496; C -0.6195; N -0.2096; N -0.1802

---

Among the records above, which one has the lowest calculated total energy? C21H51FI3N4O9PS

---

Which of these has the highest LUMO? C21H51FI3N4O9PS

---

Among the records above, which one has the lowest Kohn-Sham gap? C21H51FI3N4O9PS